# C26H20CrN3O5S

A molecular structure, C26H20CrN3O5S in a non-equilibrium geometry (wB97M-V/def2-TZVPD, the Open Molecules 2025 dataset).

Computed properties:
Orbital gap (spin up / spin down)   5.33 / 5.44 eV
Net charge   0
Expectation value of S²   0.86
Multiplicity   2
Energy above the lowest of the compared OMol25 structures with the same formula, charge and spin   99.9 kJ/mol

```
56
Properties=species:S:1:pos:R:3:forces:R:3:nbo_charge:R:1
Cr 0.38406 0.05956 0.25783 -1.254 -1.011 1.694 1.2909
C 5.66991 -2.01642 0.33558 -0.044 -0.015 0.030 -0.1838
C 4.39226 -2.47242 0.61493 0.099 -0.119 0.028 -0.2209
C 3.32235 -1.59997 0.54309 -0.168 0.304 -0.038 -0.1439
C 3.50174 -0.27750 0.17018 0.584 -0.483 0.049 0.0693
C 4.79462 0.18820 -0.08917 -0.213 0.097 -0.069 -0.1866
C 5.86387 -0.68163 -0.00124 0.031 -0.013 -0.004 -0.1999
N 2.34552 0.54815 0.07646 1.189 0.981 -0.229 -0.2557
N 2.62905 1.75349 -0.16903 0.375 -0.732 0.162 -0.0919
C 1.53334 2.58246 -0.25477 -0.866 0.433 -0.116 0.1082
C 1.73515 3.93906 -0.50804 0.278 -0.306 0.061 -0.1764
C 0.63810 4.77335 -0.59042 -0.282 0.073 0.005 -0.2051
C -0.63786 4.25152 -0.40590 0.149 0.062 0.019 -0.1664
C -0.82439 2.89700 -0.14650 -0.224 -0.179 0.063 -0.1893
C 0.25332 2.02702 -0.07576 0.231 0.124 -0.206 -0.2968
H 6.51449 -2.69014 0.39049 -0.006 -0.002 0.003 0.2218
H 4.22726 -3.50498 0.89497 -0.006 0.027 0.026 0.2201
H 2.33015 -1.91652 0.79944 -0.201 -0.230 0.054 0.1894
H 4.94312 1.22145 -0.36065 0.029 0.011 -0.015 0.2412
H 6.86397 -0.31917 -0.19879 -0.018 0.023 -0.021 0.2231
H 2.74616 4.30559 -0.63176 -0.016 0.021 -0.017 0.2282
H 0.76101 5.82895 -0.79182 0.052 -0.011 0.006 0.2255
H -1.50165 4.90174 -0.45413 0.019 0.023 -0.002 0.2270
H -1.83560 2.54101 0.00978 0.026 -0.032 -0.035 0.2292
O -6.22050 -0.05243 2.18362 -0.166 -0.119 -0.056 -0.7179
C -5.89915 -0.02215 0.99118 0.770 0.351 -0.130 0.7450
O -6.52212 0.00254 -0.07911 -0.152 -0.095 0.128 -0.7302
C -4.32093 0.02682 0.77602 -0.717 -0.211 0.065 -0.0180
C -3.80001 0.12053 -0.51006 0.245 -0.043 0.056 -0.2237
C -2.43249 0.08057 -0.68578 -0.063 -0.042 -0.021 0.0325
N -1.59011 -0.01807 0.35054 -0.638 0.205 -0.297 -0.4758
C -2.09279 -0.10183 1.59254 0.217 0.062 0.143 0.0695
C -3.44708 -0.09167 1.85152 0.298 -0.046 -0.104 -0.1936
C -1.01736 -0.24529 2.64247 -0.734 -0.158 0.173 0.7498
O -1.26411 -0.55631 3.78294 0.173 0.088 -0.180 -0.5708
O 0.19422 -0.04893 2.16491 0.794 0.115 -1.247 -0.6966
H -4.47640 0.20839 -1.34896 -0.082 -0.042 0.050 0.2635
H -1.98279 0.12886 -1.67241 0.015 0.029 0.036 0.1987
H -3.81679 -0.18618 2.86298 -0.097 0.031 -0.020 0.2769
C -0.73482 -3.57526 2.10795 0.213 0.084 -0.103 -0.8135
S 0.34213 -3.46426 0.66373 -0.512 -0.638 0.249 1.2484
O -0.06549 -2.19696 -0.05424 0.286 1.023 -0.291 -1.0107
C -0.32462 -4.85413 -0.26669 0.446 0.186 0.200 -0.1749
C 0.61274 -5.79477 -0.67227 0.041 0.084 0.036 -0.2243
C 0.18994 -6.94573 -1.31916 -0.066 -0.060 -0.035 -0.2063
C -1.16298 -7.14388 -1.55377 0.043 0.004 0.004 -0.1799
C -2.09115 -6.18561 -1.16526 -0.024 0.076 0.018 -0.1853
C -1.67540 -5.03151 -0.52168 -0.136 0.149 -0.024 -0.2250
H -1.78043 -3.60895 1.81208 0.002 0.046 -0.063 0.2460
H -0.54756 -2.70062 2.72980 0.064 -0.043 0.002 0.2691
H -0.46037 -4.47744 2.65386 -0.002 -0.029 -0.047 0.2475
H 1.66438 -5.62019 -0.47852 -0.008 -0.047 0.008 0.2251
H 0.91248 -7.68614 -1.63468 0.002 0.005 0.005 0.2256
H -1.50101 -8.04719 -2.04396 0.017 0.003 -0.013 0.2253
H -3.14500 -6.33695 -1.35584 0.006 -0.002 -0.024 0.2299
H -2.39846 -4.27631 -0.23933 -0.001 -0.011 0.033 0.2364
```
Forces are in eV/Å.

***

# C26H20N2O10STi

A molecular structure, C26H20N2O10STi in a non-equilibrium geometry (wB97M-V/def2-TZVPD, the Open Molecules 2025 dataset).

Computed properties:
Orbital gap (spin up / spin down)   4.38 / 6.13 eV
Net charge   -2
Expectation value of S²   2.04
Multiplicity   3
Energy above the lowest of the compared OMol25 structures with the same formula, charge and spin   140.2 kJ/mol

```
60
Properties=species:S:1:pos:R:3:forces:R:3:nbo_charge:R:1
Ti 0.47233 -1.00042 -1.37847 -0.920 0.402 -1.023 1.6244
C -5.90742 -1.70305 -5.44715 0.026 0.013 -0.008 -0.2427
O -4.52261 -1.87355 -5.31941 0.007 -0.021 0.046 -0.5101
C -3.90683 -1.15916 -4.30239 -0.006 0.005 -0.065 0.2378
C -4.53937 -0.21518 -3.51335 0.071 0.027 0.039 -0.3129
C -3.80674 0.45117 -2.53292 -0.042 -0.010 -0.024 -0.2325
C -2.42591 0.21626 -2.28691 -0.116 -0.004 -0.072 -0.2451
C -1.69321 0.93463 -1.31444 0.090 -0.360 -0.052 0.3690
C -2.23065 2.04567 -0.47448 -0.108 0.104 0.037 -0.6684
O -0.43308 0.65170 -1.06626 -0.331 0.836 -0.060 -0.7411
C -1.81195 -0.81085 -3.12288 0.227 0.103 0.154 0.3574
O -0.52813 -1.17248 -2.97466 -0.669 0.148 0.017 -0.7409
C -2.55099 -1.44470 -4.09632 -0.124 -0.074 -0.072 -0.3379
H -6.23926 -2.39626 -6.21916 0.007 0.004 -0.010 0.1775
H -6.16693 -0.68172 -5.74988 -0.006 0.010 0.008 0.1613
H -6.43084 -1.93010 -4.51161 -0.008 -0.007 0.005 0.1655
H -5.58650 0.02299 -3.63871 -0.015 0.009 0.000 0.1905
H -4.32824 1.18161 -1.92991 0.002 0.005 -0.013 0.1873
H -3.26938 2.29381 -0.68295 0.013 0.020 0.014 0.1891
H -1.61615 2.93819 -0.62594 0.004 -0.011 -0.016 0.2238
H -2.12382 1.79161 0.58456 0.004 -0.021 -0.010 0.2296
H -2.06156 -2.19426 -4.70478 -0.003 -0.010 0.010 0.2193
O 5.93336 -3.51882 -2.17040 -0.001 0.018 -0.007 -0.5353
C 4.83544 -3.03143 -2.05832 -0.186 -0.128 0.021 0.3901
C 4.49498 -1.54445 -2.08419 -0.059 -0.131 -0.008 0.3679
O 5.29205 -0.64493 -2.26785 -0.025 0.024 0.023 -0.5697
C 3.05935 -1.49720 -1.84459 0.297 0.214 -0.034 0.1953
C 2.48899 -2.77110 -1.74831 0.422 -0.312 -0.151 0.3090
O 1.23079 -2.90368 -1.56880 0.436 -0.473 0.126 -0.7239
C 3.52783 -3.80869 -1.85372 0.116 0.298 -0.073 0.3657
O 3.42320 -5.01584 -1.79466 -0.025 -0.043 0.029 -0.5645
O 2.28788 -0.44679 -1.70603 1.053 -0.278 0.020 -0.7091
N 1.93418 -1.72461 1.19598 0.006 0.088 0.003 -0.7871
C 0.66150 -2.19373 1.32451 -0.206 0.149 0.111 0.4401
C 0.32840 -3.14509 2.30058 0.017 -0.036 0.043 -0.2858
C -0.95938 -3.60900 2.37131 -0.032 -0.009 0.031 -0.1390
C -1.92140 -3.12120 1.48652 -0.002 0.067 -0.026 -0.3162
C -1.52010 -2.19165 0.55709 -0.153 0.176 -0.077 0.0956
N -0.26471 -1.73608 0.46067 0.273 -0.752 0.828 -0.5373
H 2.53732 -1.91488 1.97945 0.011 -0.027 -0.018 0.3902
H 2.03687 -0.75366 0.90117 -0.032 0.046 0.141 0.4350
H 1.09424 -3.49069 2.98207 -0.009 -0.013 -0.005 0.2098
H -1.22759 -4.34130 3.12324 0.004 -0.009 -0.013 0.2050
H -2.94798 -3.45533 1.50981 0.002 -0.001 0.016 0.2153
H -2.21954 -1.77158 -0.16030 0.014 -0.034 -0.023 0.2212
O 4.19389 5.72330 6.36246 0.013 0.009 0.012 -0.7016
C 2.98582 5.84888 5.72822 -0.005 -0.165 -0.161 0.7785
O 2.30376 6.80684 6.00242 -0.013 0.031 0.015 -0.6238
C 2.63349 4.79100 4.76489 0.058 0.144 0.175 -0.3257
C 3.41217 3.65082 4.52253 0.036 -0.088 -0.050 -0.1245
C 3.01280 2.67646 3.63712 0.006 -0.010 -0.028 -0.2924
C 1.78751 2.75724 2.92523 0.058 -0.111 0.064 -0.1154
S 1.23438 1.51573 1.87827 -0.037 0.212 0.151 -0.4252
C 1.03443 3.93862 3.15685 -0.040 -0.004 0.008 -0.2731
C 1.43668 4.90662 4.04737 -0.076 -0.028 -0.099 -0.1418
H 4.63446 4.93545 6.02447 -0.008 0.028 0.013 0.4758
H 4.35990 3.48485 5.03184 -0.005 -0.003 0.000 0.1594
H 3.63723 1.80802 3.46981 -0.003 -0.005 0.019 0.2082
H 0.10615 4.05354 2.61111 -0.007 0.000 0.015 0.2127
H 0.82886 5.78842 4.21024 -0.004 -0.013 0.005 0.2160
```
Forces are in eV/Å.